1.
DFT (wB97M-V/def2-TZVPD) results for a cluster of 2 separate species, CH3IOP2 in total.

Kohn-Sham gap, eV: 8.9399
E_HOMO, eV: -8.7
Energy above the lowest of the compared OMol25 structures with the same formula, charge and spin, kcal per mole: 49.2

Last column: natural (NBO) charge in e.
Positions of all 8 atoms, in Å:
C  -1.48  -0.78  1.08  -0.7789
O  0.32  0.27  -1.48  -1.0317
P  -1.92  -1.17  -0.37  0.5777
P  0.73  1.21  -0.22  0.7494
I  2.79  0.18  0.53  -0.1989
H  -0.13  0.61  0.76  -0.0399
H  -1.28  -0.54  2.02  0.1873
H  0.97  0.22  -2.32  0.5351

2.
DFT (wB97M-V/def2-TZVPD) results for the molecule C26H25N3O7.

Kohn-Sham gap, eV: 7.9497
E_HOMO, eV: -8.4
Energy above the lowest of the compared OMol25 structures with the same formula, charge and spin, kcal per mole: 69.6

Last column: natural (NBO) charge in e.
Positions of all 61 atoms, in Å:
C  5.96  -0.75  3.08  -0.2529
H  5.51  -0.79  4.07  0.2049
O  4.89  -0.52  2.20  -0.5072
C  5.13  -0.46  0.86  0.4072
C  6.40  -0.54  0.30  -0.3256
C  6.56  -0.45  -1.08  -0.1777
C  5.46  -0.30  -1.90  -0.2281
C  4.19  -0.21  -1.35  -0.1871
C  4.00  -0.28  0.03  -0.1601
C  2.70  -0.24  0.65  -0.1606
C  1.60  0.41  0.22  0.0428
N  1.59  1.26  -0.90  -0.6431
C  0.61  1.49  -1.83  0.6704
O  0.75  2.40  -2.62  -0.5984
C  -0.61  0.64  -1.79  -0.1989
C  -1.82  1.23  -2.14  -0.1663
C  -2.98  0.49  -2.11  -0.2486
C  -2.98  -0.87  -1.76  0.2800
C  -1.75  -1.48  -1.46  0.2795
C  -0.59  -0.71  -1.48  -0.2444
H  0.35  -1.22  -1.28  0.2326
O  -1.67  -2.83  -1.22  -0.5402
C  -1.21  -3.22  0.07  -0.2599
H  -0.93  -4.27  -0.02  0.1913
H  -2.02  -3.12  0.80  0.1874
H  -0.35  -2.63  0.40  0.1975
O  -4.20  -1.44  -1.77  -0.4924
C  -4.39  -2.80  -1.43  -0.2509
H  -5.46  -2.97  -1.58  0.1911
H  -3.81  -3.46  -2.06  0.1905
H  -4.15  -2.98  -0.38  0.1957
H  -3.93  0.94  -2.36  0.2311
H  -1.84  2.27  -2.42  0.2313
H  2.47  1.73  -1.10  0.4215
C  0.34  0.29  1.00  0.6731
O  0.09  -0.70  1.65  -0.5966
N  -0.47  1.39  0.94  -0.6378
C  -1.85  1.43  1.08  0.2321
C  -2.58  0.29  1.38  -0.2552
C  -3.96  0.34  1.40  0.0828
C  -4.64  1.53  1.17  -0.2142
C  -3.91  2.67  0.91  -0.1963
C  -2.52  2.65  0.85  -0.0194
C  -1.76  3.90  0.54  -0.6528
H  -1.04  4.12  1.32  0.2244
H  -1.23  3.80  -0.41  0.2255
H  -2.44  4.74  0.46  0.2318
H  -4.43  3.60  0.73  0.2171
H  -5.72  1.54  1.20  0.2472
N  -4.70  -0.86  1.64  0.5204
O  -4.09  -1.91  1.63  -0.3992
O  -5.90  -0.77  1.83  -0.3718
H  -2.07  -0.64  1.58  0.2795
H  -0.07  2.21  0.49  0.4130
H  2.60  -0.76  1.59  0.2501
H  3.34  -0.14  -2.00  0.2200
H  5.58  -0.25  -2.97  0.2179
H  7.55  -0.51  -1.50  0.2169
H  7.27  -0.67  0.92  0.2215
H  6.46  -1.69  2.87  0.1792
H  6.69  0.07  3.05  0.1780

3.
DFT (wB97M-V/def2-TZVPD) results for a cluster of 8 separate species, C42H73FO23P in total.

Kohn-Sham gap, eV: 6.9442
Charge: -1
E_HOMO, eV: -5.4

Last column: Mulliken charge in e.
Positions of all 140 atoms, in Å:
C  -2.72  2.47  -3.03  -0.6229
C  -1.32  2.85  -3.53  -0.3652
C  -0.66  3.84  -2.58  -0.7937
C  -0.40  3.17  -1.24  0.5997
C  0.38  4.03  -0.24  -0.4151
C  1.48  3.31  0.53  -1.3359
C  1.00  2.48  1.72  -0.6934
C  0.25  1.17  1.40  -0.4904
C  0.94  -0.12  1.93  -0.1639
C  1.27  -1.14  0.84  -0.3659
C  2.72  -1.11  0.34  -1.0838
C  2.99  0.09  -0.59  0.7715
C  3.50  -0.31  -1.97  0.0006
C  2.58  -1.33  -2.65  0.0833
O  2.84  -1.27  -4.00  -0.4629
P  2.98  0.42  -4.44  0.0011
F  4.66  0.19  -4.81  -0.2480
O  3.49  0.80  -2.82  -0.4975
H  -2.86  1.40  -2.92  0.3348
H  -3.47  2.88  -3.69  0.3580
H  -2.92  2.91  -2.06  -0.2285
H  -0.70  1.95  -3.52  -0.0350
H  -1.34  3.21  -4.56  0.4599
H  0.28  4.20  -2.99  0.5803
H  -1.33  4.70  -2.48  0.1618
H  -1.31  2.84  -0.76  0.3303
H  0.19  2.28  -1.45  -0.3800
H  -0.29  4.55  0.44  -0.3842
H  0.87  4.82  -0.82  0.5763
H  2.12  4.10  0.94  0.5381
H  2.09  2.75  -0.17  0.1786
H  0.39  3.10  2.37  0.1895
H  1.88  2.25  2.31  0.6450
H  0.04  1.04  0.35  0.4061
H  -0.72  1.23  1.89  0.6184
H  1.81  0.09  2.53  0.7544
H  0.23  -0.65  2.56  -0.3099
H  0.62  -1.01  -0.02  0.3638
H  1.07  -2.15  1.21  -0.2143
H  3.38  -1.07  1.20  0.3771
H  2.92  -2.03  -0.20  0.2198
H  2.06  0.61  -0.76  -1.1849
H  3.69  0.79  -0.16  0.7020
H  4.54  -0.64  -1.84  0.1418
H  1.57  -1.00  -2.35  0.2341
H  2.82  -2.31  -2.22  -0.0261
H  1.58  0.55  -4.13  -0.3252
H  2.75  0.06  -5.81  -0.0232
H  3.05  1.82  -4.74  -0.0363
C  -2.32  2.31  4.95  -1.4724
C  -1.08  1.45  5.09  1.8412
C  -0.82  0.87  6.45  -0.3578
O  0.60  0.67  6.44  -0.3660
C  1.12  1.59  5.59  0.5338
O  2.28  1.83  5.49  -0.5612
O  0.14  2.21  4.89  -0.3771
H  -2.08  3.24  4.45  0.2797
H  -3.07  1.80  4.35  0.2813
H  -2.77  2.54  5.91  0.4295
H  -1.10  0.67  4.32  -0.6981
H  -1.34  -0.08  6.62  0.1181
H  -1.07  1.56  7.26  0.3976
C  -3.92  -4.42  5.69  -1.3435
C  -3.11  -3.22  5.22  0.6514
C  -3.86  -1.91  5.17  -0.7129
O  -3.13  -1.19  4.16  -0.2118
C  -2.59  -2.11  3.32  0.4453
O  -2.08  -1.85  2.28  -0.5471
O  -2.71  -3.35  3.83  -0.2111
H  -3.81  -5.26  5.02  0.2475
H  -3.59  -4.73  6.68  0.3176
H  -4.98  -4.18  5.77  0.4031
H  -2.20  -3.12  5.80  0.2595
H  -3.84  -1.37  6.11  0.3326
H  -4.90  -2.02  4.83  0.3387
C  1.98  -5.25  -3.89  -1.1296
C  2.86  -5.88  -2.83  0.6261
C  3.87  -6.88  -3.33  -0.6272
O  4.06  -7.73  -2.18  -0.3453
C  2.91  -7.68  -1.46  0.6017
O  2.66  -8.41  -0.54  -0.5321
O  2.09  -6.72  -1.93  -0.3163
H  0.93  -5.30  -3.60  0.3197
H  2.24  -4.20  -4.02  0.1638
H  2.09  -5.73  -4.86  0.3725
H  3.34  -5.11  -2.23  0.2170
H  4.81  -6.43  -3.63  0.3159
H  3.49  -7.50  -4.15  0.3406
C  -4.71  7.50  0.18  -1.4362
C  -3.78  6.91  1.23  0.3819
C  -2.69  6.02  0.70  -0.1830
O  -2.44  5.17  1.84  -0.2503
C  -3.58  5.09  2.55  0.5510
O  -3.77  4.31  3.43  -0.5593
O  -4.48  6.00  2.11  -0.3956
H  -5.75  7.35  0.46  0.3126
H  -4.54  8.57  0.07  0.4268
H  -4.56  7.04  -0.80  0.2688
H  -3.37  7.71  1.86  0.4972
H  -1.79  6.55  0.42  0.5738
H  -3.02  5.39  -0.13  -0.0562
C  7.71  -0.24  -5.54  -0.8979
C  8.70  0.83  -5.97  0.4935
C  8.22  2.25  -5.83  -0.4472
O  9.00  2.93  -6.83  -0.3446
C  9.30  2.03  -7.79  0.6170
O  9.79  2.30  -8.84  -0.5604
O  8.98  0.78  -7.39  -0.3850
H  7.60  -1.01  -6.31  0.3115
H  8.04  -0.72  -4.62  0.3037
H  6.72  0.18  -5.34  0.0975
H  9.66  0.69  -5.46  0.2358
H  8.40  2.67  -4.85  0.3163
H  7.16  2.36  -6.08  0.3104
C  0.31  -7.34  1.14  -1.3140
C  -0.75  -6.72  2.03  0.6991
C  -0.30  -5.55  2.87  -0.4968
O  -1.20  -5.61  3.99  -0.2223
C  -1.59  -6.90  4.13  0.6048
O  -2.20  -7.33  5.06  -0.5676
O  -1.18  -7.64  3.07  -0.4119
H  0.33  -8.42  1.25  0.3169
H  0.10  -7.12  0.09  0.2889
H  1.31  -6.95  1.35  0.3233
H  -1.64  -6.45  1.45  0.2489
H  -0.38  -4.59  2.37  0.1809
H  0.72  -5.68  3.25  0.3577
C  -6.51  0.28  -0.43  -1.3435
C  -6.62  1.72  0.04  0.5199
C  -7.62  2.58  -0.71  -0.6783
O  -7.07  3.89  -0.53  -0.3345
C  -5.73  3.75  -0.37  0.2353
O  -4.96  4.65  -0.38  -0.3675
O  -5.40  2.45  -0.21  -0.2232
H  -5.47  0.01  -0.58  0.3265
H  -6.93  -0.40  0.32  0.3477
H  -7.05  0.11  -1.36  0.3692
H  -6.81  1.76  1.11  0.3154
H  -8.62  2.52  -0.31  0.3147
H  -7.64  2.35  -1.78  0.3641

4.
DFT (wB97M-V/def2-TZVPD) results for a cluster of 2 separate species, C3H10NS in total.

Kohn-Sham gap (spin up / spin down), eV: 12.6178 / 7.8154
Charge: +2
2S+1: 2
⟨S²⟩: 0.753
E_HOMO (spin up / spin down), eV: -21.4 / -21.4
Energy above the lowest of the compared OMol25 structures with the same formula, charge and spin, kcal per mole: 33.0

Last column: natural (NBO) charge in e.
Positions of all 15 atoms, in Å:
C  1.79  1.44  1.10  -0.7968
S  1.77  0.36  -0.34  0.6961
H  1.84  2.48  0.77  0.3093
H  0.89  1.31  1.64  0.2842
H  2.65  1.26  1.74  0.3184
H  2.13  -0.82  0.30  0.2008
C  -2.14  -1.14  -1.33  -0.4130
C  -1.97  -0.53  0.97  0.1433
N  -1.46  -0.55  -0.20  -0.3729
H  -1.47  -1.86  -1.78  0.2517
H  -2.30  -0.32  -1.99  0.2543
H  -3.05  -1.55  -0.93  0.2502
H  -2.93  -0.99  1.19  0.2587
H  -1.46  0.00  1.77  0.2226
H  -0.50  -0.14  -0.31  0.3931

5.
DFT (wB97M-V/def2-TZVPD) results for a cluster of 15 separate species, H30O15 in total.

Kohn-Sham gap, eV: 8.5009
E_HOMO, eV: -8.8
Energy above the lowest of the compared OMol25 structures with the same formula, charge and spin, kcal per mole: 174.0

Last column: natural (NBO) charge in e.
Positions of all 45 atoms, in Å:
H  -0.24  -0.86  -0.34  0.4737
H  0.06  0.46  0.38  0.4719
H  -1.95  -3.45  2.32  0.4519
H  -2.60  -4.09  1.27  0.4602
H  -0.82  -0.28  -2.41  0.4630
H  -0.20  1.15  -2.50  0.4669
H  1.30  -3.51  -2.34  0.4525
H  0.94  -4.82  -3.02  0.4691
H  3.28  1.46  0.08  0.4803
H  2.34  2.38  -0.69  0.4524
H  2.23  -0.12  0.77  0.4800
H  3.32  -0.74  1.41  0.4741
H  -1.40  3.78  1.70  0.4578
H  -0.51  2.87  2.37  0.4256
H  1.40  -1.49  3.48  0.4645
H  -0.10  -1.73  3.04  0.4847
H  -2.95  -1.36  -1.49  0.4649
H  -4.06  -1.18  -2.58  0.4738
H  -5.77  -0.25  -0.03  0.4609
H  -4.56  -0.98  -0.45  0.4436
H  2.43  -3.89  0.64  0.4671
H  1.71  -3.30  -0.50  0.4521
H  1.97  1.95  -3.26  0.4621
H  2.34  1.58  -4.66  0.4677
H  0.29  3.20  0.85  0.4607
H  -0.45  2.93  -0.47  0.4579
H  -0.55  0.29  3.74  0.4698
H  0.25  1.54  3.87  0.4613
H  1.25  5.27  -0.76  0.4873
H  2.22  4.39  -0.09  0.4649
O  -0.24  -0.44  0.62  -0.9479
O  -2.78  -3.47  1.97  -0.9118
O  -0.12  0.22  -2.72  -0.9271
O  0.87  -3.89  -3.16  -0.9216
O  3.06  1.73  -0.76  -0.9522
O  3.14  0.02  0.82  -0.9398
O  -1.43  2.97  2.10  -0.8835
O  0.72  -2.15  3.48  -0.9486
O  -3.15  -1.53  -2.41  -0.9345
O  -5.08  -0.78  0.34  -0.9080
O  1.74  -4.10  0.05  -0.9187
O  1.68  1.42  -3.98  -0.9293
O  -0.54  3.32  0.35  -0.9196
O  -0.38  1.08  3.31  -0.9286
O  1.34  4.40  -0.35  -0.9514

6.
DFT (wB97M-V/def2-TZVPD) results for the molecule CH3NOP2S.

Kohn-Sham gap, eV: 7.5133
E_HOMO, eV: -8.7
Energy above the lowest of the compared OMol25 structures with the same formula, charge and spin, kcal per mole: 34.9

Last column: natural (NBO) charge in e.
Positions of all 9 atoms, in Å:
C  1.77  0.66  0.14  -0.0953
N  0.56  0.19  0.30  -0.9670
O  -1.32  -1.46  0.18  -1.0826
P  0.21  -1.28  0.73  1.4570
P  -2.37  -0.43  -0.59  0.6847
S  3.06  -0.16  -0.42  -0.0873
H  1.77  1.75  0.21  0.1941
H  -1.24  0.25  -1.02  -0.0380
H  -2.44  0.48  0.47  -0.0656

no.,electronic energy (a.u.)
1,-1095.4659
2,-1696.6328
3,-3816.0720
4,-572.4637
5,-1146.3629
6,-1250.7640